Density functional theory data (ωB97M-V/def2-TZVPD) for 3 unconnected molecules or ions with the total composition C44H79N9O8P4S2 at a distorted geometry.

As for the maximum force: 8.80 eV/Å. Its SMILES is C#CCc1cc(S(C)(=O)=O)c2c(c1P(C)C)N(CCCCNC(C)=O)c1cc(CCCCCN)c(C#C)c(CP(=O)(O)O)c1S2.CN(C)P(=O)(N(C)C)N(C)C.CN(C)P(=O)(N(C)C)N(C)C. As for the HOMO-LUMO gap: 6.7281 eV. The calculation puts the LUMO energy at -1.0 eV. As for the net charge: 0. For the relative energy (zero: lowest compared OMol25 entry of this formula, charge and spin), the calculation gives 0.0 kJ/mol.

Each atom is followed by the atoms it is bonded to, with distances in Å.
Atoms and positions in Å:
1 C 9.02641 3.47511 -3.99054  C2 1.228, H46 1.124
2 C 7.93987 3.34113 -4.54679  C1 1.228, C3 1.590
3 C 6.49954 3.12512 -5.18348  C2 1.590, C4 1.592, H47 1.132, H48 1.124
4 C 5.51329 2.97735 -3.94251  C3 1.592, C5 1.521, C13 1.526
5 C 5.64180 4.07092 -2.89311  C4 1.521, C6 1.493, H49 1.134
6 C 4.78203 4.00131 -1.67449  C5 1.493, S7 1.825, C11 1.498
7 S 5.00461 5.30083 -0.41322  C6 1.825, C8 1.830, O9 1.490, O10 1.490
8 C 3.70699 6.59182 -0.42266  S7 1.830, H50 1.133, H51 1.141, H52 1.128
9 O 5.11473 4.70039 0.94565  S7 1.490
10 O 6.31359 5.96050 -0.67975  S7 1.490
11 C 3.82150 2.85948 -1.54656  C6 1.498, C12 1.503, S45 1.851
12 C 3.64481 1.75053 -2.54524  C11 1.503, C13 1.534, N17 1.454
13 C 4.53315 1.81736 -3.79444  C4 1.526, C12 1.534, P14 1.865
14 P 4.54968 0.55369 -5.16660  C13 1.865, C15 1.876, C16 1.883
15 C 3.02357 -0.53735 -5.19603  P14 1.876, H53 1.146, H54 1.131, H55 1.136
16 C 6.15473 -0.42772 -5.24240  P14 1.883, H56 1.135, H57 1.129, H58 1.142
17 N 2.72902 0.63528 -2.36390  C12 1.454, C18 1.492, C26 1.454
18 C 3.36848 -0.56376 -1.74676  N17 1.492, C19 1.590, H59 1.136, H60 1.145
19 C 3.93715 -0.31218 -0.28318  C18 1.590, C20 1.592, H61 1.142, H62 1.132
20 C 4.38064 -1.69858 0.36052  C19 1.592, C21 1.608, H63 1.143, H64 1.131
21 C 3.09760 -2.31297 1.11048  C20 1.608, N22 1.491, H65 1.131, H66 1.134
22 N 3.17922 -3.80033 1.04591  C21 1.491, C23 1.464, H67 1.026
23 C 3.59563 -4.41105 2.30963  N22 1.464, C24 1.591, O25 1.224
24 C 4.72153 -5.53196 2.22196  C23 1.591, H68 1.130, H69 1.140, H70 1.134
25 O 3.14561 -4.14411 3.41648  C23 1.224
26 C 1.47178 1.00377 -1.73338  N17 1.454, C27 1.521, C44 1.495
27 C 0.22805 0.27723 -2.22043  C26 1.521, C28 1.502, H71 1.137
28 C -1.14209 0.50693 -1.64952  C27 1.502, C29 1.578, C35 1.510
29 C -2.41416 -0.28954 -2.13717  C28 1.578, C30 1.588, H72 1.144, H73 1.142
30 C -3.13947 0.32782 -3.40776  C29 1.588, C31 1.594, H74 1.139, H75 1.145
31 C -3.59943 1.84324 -3.22456  C30 1.594, C32 1.607, H76 1.135, H77 1.128
32 C -2.43864 2.82529 -3.74604  C31 1.607, C33 1.592, H78 1.141, H79 1.142
33 C -2.16265 3.97299 -2.67771  C32 1.592, N34 1.506, H80 1.137, H81 1.137
34 N -2.42216 5.31628 -3.30619  C33 1.506, H82 1.024, H83 1.031
35 C -1.28724 1.52692 -0.54583  C28 1.510, C36 1.568, C38 1.534
36 C -2.66392 1.84239 0.13558  C35 1.568, C37 1.234
37 C -3.75313 1.98753 0.69801  C36 1.234, H84 1.119
38 C -0.07190 2.30012 -0.01857  C35 1.534, C39 1.578, C44 1.505
39 C -0.12852 3.38578 1.12523  C38 1.578, P40 1.887, H85 1.142, H86 1.142
40 P 0.42205 2.56010 2.72987  C39 1.887, O41 1.505, O42 1.681, O43 1.682
41 O 0.72044 1.11722 2.42184  P40 1.505
42 O 1.80500 3.35844 3.25566  P40 1.681, H87 0.988
43 O -0.86465 2.73988 3.79769  P40 1.682, H88 0.985
44 C 1.26899 1.98957 -0.62790  C26 1.495, C38 1.505, S45 1.847
45 S 2.78570 2.84568 -0.01254  C11 1.851, C44 1.847
46 H 9.77178 3.83518 -3.22953  C1 1.124
47 H 6.29781 4.06663 -5.77866  C3 1.132
48 H 6.58651 2.19378 -5.80662  C3 1.124
49 H 6.38567 4.91047 -3.06278  C5 1.134
50 H 3.75666 7.22954 -1.35723  C8 1.133
51 H 3.95506 7.28695 0.44810  C8 1.141
52 H 2.66823 6.18116 -0.26291  C8 1.128
53 H 3.18958 -1.41140 -4.47375  C15 1.146
54 H 2.88781 -1.01042 -6.21405  C15 1.131
55 H 2.08723 -0.02047 -4.81225  C15 1.136
56 H 6.73172 -0.45639 -4.26590  C16 1.135
57 H 5.92116 -1.44629 -5.66901  C16 1.129
58 H 6.82497 0.09201 -6.00672  C16 1.142
59 H 4.13019 -0.98082 -2.47851  C18 1.136
60 H 2.56145 -1.37078 -1.65937  C18 1.145
61 H 3.06238 0.07870 0.33886  C19 1.142
62 H 4.77180 0.44767 -0.37450  C19 1.132
63 H 5.16160 -1.44587 1.15532  C20 1.143
64 H 4.78004 -2.42313 -0.40992  C20 1.131
65 H 3.04879 -1.92729 2.17306  C21 1.131
66 H 2.15487 -1.97467 0.57949  C21 1.134
67 H 2.28042 -4.20725 0.76529  N22 1.026
68 H 4.64525 -6.15611 3.16122  C24 1.130
69 H 4.55178 -6.21654 1.32652  C24 1.140
70 H 5.74708 -5.04897 2.20354  C24 1.134
71 H 0.35468 -0.50165 -3.03868  C27 1.137
72 H -2.06431 -1.36550 -2.30645  C29 1.144
73 H -3.13873 -0.33917 -1.25622  C29 1.142
74 H -2.53880 0.14289 -4.35741  C30 1.139
75 H -4.10044 -0.27957 -3.54839  C30 1.145
76 H -4.51352 1.98564 -3.88136  C31 1.135
77 H -3.92270 2.02832 -2.16025  C31 1.128
78 H -1.51968 2.17083 -3.91556  C32 1.141
79 H -2.80876 3.24067 -4.74320  C32 1.142
80 H -1.07385 3.93590 -2.35297  C33 1.137
81 H -2.87530 3.89312 -1.79574  C33 1.137
82 H -2.08197 5.31581 -4.27224  N34 1.024
83 H -1.89874 6.00073 -2.74061  N34 1.031
84 H -4.71691 2.13128 1.24752  C37 1.119
85 H -1.18466 3.80710 1.22723  C39 1.142
86 H 0.53833 4.28265 0.89191  C39 1.142
87 H 2.14677 3.85704 2.47456  O42 0.988
88 H -0.59397 2.36501 4.66794  O43 0.985
89 O 0.18720 -4.24035 -4.13797  P90 1.529
90 P -0.78413 -4.93133 -3.17969  O89 1.529, N91 1.738, N94 1.735, N97 1.772
91 N 0.42342 -6.03732 -2.59711  P90 1.738, C92 1.454, C93 1.464
92 C 0.22790 -7.38612 -2.09059  N91 1.454, H100 1.097, H101 1.096, H102 1.086
93 C 1.51104 -5.40425 -1.84824  N91 1.464, H103 1.096, H104 1.092, H105 1.093
94 N -1.65463 -5.69955 -4.46922  P90 1.735, C95 1.452, C96 1.466
95 C -1.72940 -7.13779 -4.65495  N94 1.452, H106 1.096, H107 1.095, H108 1.092
96 C -1.56864 -5.07529 -5.79233  N94 1.466, H109 1.096, H110 1.090, H111 1.094
97 N -1.96106 -5.60887 -2.04075  P90 1.772, C98 1.486, C99 1.485
98 C -3.37793 -5.30347 -2.36629  N97 1.486, H112 1.094, H113 1.094, H114 1.088
99 C -1.77410 -5.05288 -0.67627  N97 1.485, H115 1.094, H116 1.090, H117 1.092
100 H -0.23887 -7.41612 -1.09882  C92 1.097
101 H 1.19011 -7.90388 -2.00813  C92 1.096
102 H -0.35795 -8.01474 -2.75427  C92 1.086
103 H 1.20355 -5.13479 -0.83116  C93 1.096
104 H 1.85362 -4.49368 -2.34420  C93 1.092
105 H 2.38181 -6.06061 -1.77639  C93 1.093
106 H -0.75932 -7.56566 -4.93141  C95 1.096
107 H -2.44336 -7.39256 -5.44534  C95 1.095
108 H -2.12152 -7.63925 -3.76784  C95 1.092
109 H -0.62122 -5.31366 -6.28823  C96 1.096
110 H -1.66549 -3.99182 -5.72176  C96 1.090
111 H -2.38403 -5.41240 -6.43891  C96 1.094
112 H -3.53673 -4.22714 -2.48433  C98 1.094
113 H -4.04151 -5.66979 -1.57765  C98 1.094
114 H -3.71819 -5.79917 -3.27298  C98 1.088
115 H -1.81762 -3.95948 -0.68162  C99 1.094
116 H -0.82059 -5.35128 -0.24139  C99 1.090
117 H -2.53848 -5.42786 0.00796  C99 1.092
118 O -5.11071 3.86264 5.89595  P119 1.528
119 P -4.70759 2.76178 6.87652  O118 1.528, N120 1.737, N123 1.736, N126 1.773
120 N -5.16715 1.48859 5.78832  P119 1.737, C121 1.454, C122 1.467
121 C -5.64071 0.15587 6.12459  N120 1.454, H129 1.097, H130 1.096, H131 1.086
122 C -4.35299 1.40639 4.57122  N120 1.467, H132 1.095, H133 1.092, H134 1.093
123 N -6.04419 3.08769 7.93471  P119 1.736, C124 1.452, C125 1.465
124 C -7.10876 2.14076 8.21388  N123 1.452, H135 1.096, H136 1.095, H137 1.092
125 C -6.63532 4.42678 7.86415  N123 1.465, H138 1.096, H139 1.090, H140 1.094
126 N -4.13234 1.56002 8.04634  P119 1.773, C127 1.485, C128 1.484
127 C -3.97286 2.07601 9.43013  N126 1.485, H141 1.094, H142 1.094, H143 1.088
128 C -2.78128 1.06092 7.68702  N126 1.484, H144 1.095, H145 1.090, H146 1.092
129 H -4.85456 -0.50042 6.51664  C121 1.097
130 H -6.05515 -0.33499 5.23684  C121 1.096
131 H -6.46041 0.15688 6.83673  C121 1.086
132 H -3.37761 0.94598 4.76136  C122 1.095
133 H -4.17294 2.39331 4.14005  C122 1.092
134 H -4.85515 0.82053 3.79670  C122 1.093
135 H -7.73270 1.95489 7.33248  C124 1.096
136 H -7.76116 2.51115 9.01183  C124 1.095
137 H -6.71846 1.19806 8.60278  C124 1.092
138 H -7.29591 4.52910 6.99614  C125 1.096
139 H -5.86298 5.19395 7.81026  C125 1.090
140 H -7.21968 4.64550 8.76272  C125 1.094
141 H -3.33659 2.96598 9.45281  C127 1.094
142 H -3.52926 1.31316 10.07661  C127 1.094
143 H -4.92250 2.32455 9.89911  C127 1.088
144 H -2.06652 1.88360 7.58525  C128 1.095
145 H -2.78859 0.50118 6.75199  C128 1.090
146 H -2.40633 0.36600 8.44176  C128 1.092